Record 1
ORCA calculation (ωB97M-V/def2-TZVPD) on a cluster of 10 separate species, C45H42BF4O27 in total at a distorted geometry.

Computed properties:
Net charge: -1
Spin multiplicity: 1
Energy relative to the best compared isomer or geometry (same formula, charge and spin) (kJ/mol): 460.29
Molar mass (g mol⁻¹): 1101.6

Positions of all 119 atoms, in Å:
B1 -0.030 -0.164 0.855
F1 -0.963 -0.679 0.012
F2 -0.253 1.284 1.087
F3 -0.040 -0.870 1.979
F4 1.192 -0.209 0.275
C1 2.134 0.888 -5.742
C2 2.487 2.175 -6.466
C3 2.852 3.286 -5.793
O1 3.132 4.333 -6.403
C4 2.930 3.327 -4.333
C5 2.600 1.927 -3.515
C6 2.108 0.824 -4.265
O2 1.763 -0.264 -3.789
O3 2.557 1.737 -2.189
O4 2.521 2.149 -7.920
H1 1.782 0.232 -6.193
H2 3.306 4.163 -3.747
H3 2.184 0.888 -1.877
H4 2.543 3.158 -7.928
C7 -1.591 1.558 -6.690
C8 -1.679 0.009 -6.985
C9 -1.590 -0.953 -5.879
O5 -1.473 -2.246 -6.193
C10 -1.555 -0.556 -4.582
C11 -1.519 1.029 -4.157
C12 -1.487 1.981 -5.322
O6 -1.291 3.211 -5.039
O7 -1.348 1.480 -2.853
O8 -1.784 -0.388 -8.237
H5 -1.744 2.320 -7.387
H6 -1.428 -1.120 -3.784
H7 -1.309 0.828 -2.199
H8 -1.682 -1.297 -8.143
C13 -1.552 1.973 5.798
C14 -0.751 1.052 4.869
C15 0.577 0.640 5.331
O9 1.207 -0.181 4.578
C16 1.211 1.265 6.427
C17 0.461 2.235 7.311
C18 -0.971 2.495 7.007
O10 -1.712 3.173 7.814
O11 1.035 2.906 8.395
O12 -1.405 0.543 3.899
H9 -2.593 1.897 5.598
H10 2.248 1.129 6.541
H11 1.893 2.487 8.296
H12 -0.982 0.052 3.237
C19 2.216 -4.679 -2.444
C20 2.378 -3.557 -1.480
C21 3.715 -2.906 -1.480
O13 3.805 -1.894 -0.705
C22 4.690 -3.306 -2.373
C23 4.549 -4.453 -3.310
C24 3.311 -5.240 -3.329
O14 3.057 -6.153 -4.040
O15 5.512 -4.941 -4.149
O16 1.378 -2.986 -0.702
H13 1.304 -5.074 -2.444
H14 5.467 -2.751 -2.434
H15 6.318 -4.357 -4.134
H16 1.611 -2.133 -0.538
C25 -4.189 -5.428 0.700
C26 -3.570 -5.727 -0.734
C27 -2.276 -5.075 -0.979
O17 -1.788 -5.266 -2.184
C28 -1.619 -4.071 -0.073
C29 -2.303 -3.886 1.211
C30 -3.507 -4.613 1.619
O18 -4.008 -4.545 2.776
O19 -1.986 -2.784 2.041
O20 -4.172 -6.414 -1.660
H17 -5.025 -5.863 1.028
H18 -0.701 -3.658 -0.417
H19 -1.256 -2.318 1.567
H20 -3.641 -6.354 -2.538
C31 2.903 3.510 4.328
C32 1.828 3.364 3.278
C33 0.550 4.036 3.419
O21 -0.461 3.888 2.737
C34 0.387 4.893 4.673
C35 1.486 5.000 5.670
C36 2.779 4.265 5.517
O22 3.601 4.393 6.402
O23 1.395 5.874 6.668
O24 1.905 2.496 2.281
H21 3.848 3.014 4.223
H22 -0.336 5.455 4.819
H23 0.602 5.870 6.798
H24 1.233 2.208 1.806
C37 -4.054 -1.726 -1.489
C38 -5.537 -1.778 -1.396
O25 -6.230 -1.710 -2.408
C39 -6.172 -2.101 -0.105
H25 -3.750 -2.591 -1.985
H26 -3.602 -1.467 -0.402
H27 -3.951 -0.745 -2.002
H28 -6.010 -3.210 0.060
H29 -7.325 -1.852 -0.120
H30 -5.522 -1.579 0.726
C40 -3.380 2.600 1.068
C41 -4.551 1.830 1.461
O26 -5.649 2.037 1.008
C42 -4.361 0.683 2.497
H31 -3.360 3.558 1.007
H32 -2.897 2.576 0.177
H33 -2.518 2.299 1.734
H34 -4.131 1.323 3.502
H35 -3.712 -0.116 2.087
H36 -5.332 0.155 2.641
C43 5.400 1.875 1.135
C44 5.263 0.918 2.405
O27 6.097 1.103 3.273
C45 4.189 -0.155 2.400
H37 6.484 1.935 0.890
H38 4.769 2.778 1.260
H39 4.846 1.512 0.259
H40 4.415 -0.948 3.251
H41 4.404 -0.888 1.564
H42 3.197 0.197 2.396

---

Record 2
ORCA calculation (ωB97M-V/def2-TZVPD) on a structure of composition C45H42BrFGeN4O3TeTi at a distorted geometry.

Computed properties:
Spin multiplicity: 1
Energy relative to the best compared isomer or geometry (same formula, charge and spin) (kJ/mol): 6.97
Molar mass (g mol⁻¹): 1033.8

Positions of all 99 atoms, in Å:
Ti1 0.999 0.614 -0.433
C1 -0.566 -6.359 0.158
O1 0.000 -5.234 0.806
C2 -0.384 -4.986 2.082
C3 -1.242 -5.783 2.826
C4 -1.572 -5.410 4.126
C5 -1.050 -4.260 4.692
C6 -0.179 -3.472 3.950
C7 0.149 -3.823 2.654
N1 1.007 -2.996 1.873
C8 0.500 -1.981 1.106
N2 -0.705 -1.500 1.455
C9 -1.556 -0.826 0.547
C10 -1.087 0.068 -0.407
C11 -2.055 0.555 -1.305
C12 -3.394 0.231 -1.207
C13 -3.845 -0.601 -0.184
C14 -2.918 -1.136 0.688
O2 -3.218 -1.985 1.722
C15 -4.582 -2.267 1.958
N3 1.147 -1.472 0.093
C16 2.358 -2.081 -0.325
C17 3.552 -1.849 0.341
C18 4.747 -2.384 -0.132
C19 4.738 -3.152 -1.282
C20 3.550 -3.389 -1.969
C21 2.359 -2.853 -1.499
O3 1.159 -2.996 -2.113
C22 1.137 -3.675 -3.354
H1 -0.158 -6.361 -0.848
H2 -1.654 -6.278 0.109
H3 -0.290 -7.288 0.664
H4 -1.664 -6.684 2.405
H5 -2.246 -6.036 4.695
H6 -1.310 -3.979 5.703
H7 0.254 -2.569 4.363
H8 1.816 -3.444 1.467
H9 -1.185 -1.983 2.200
H10 -1.767 1.250 -2.084
H11 -4.106 0.654 -1.904
H12 -4.897 -0.826 -0.089
H13 -4.612 -2.921 2.826
H14 -5.035 -2.776 1.104
H15 -5.142 -1.353 2.172
H16 3.530 -1.215 1.219
H17 5.672 -2.192 0.394
H18 5.660 -3.574 -1.661
H19 3.568 -3.981 -2.873
H20 0.105 -3.643 -3.694
H21 1.451 -4.717 -3.245
H22 1.778 -3.180 -4.089
Te1 2.512 2.913 -1.633
C23 2.492 4.838 -0.774
C24 3.240 5.115 0.368
C25 3.204 6.379 0.939
C26 2.421 7.378 0.377
C27 1.680 7.109 -0.764
C28 1.717 5.846 -1.339
H23 3.840 4.333 0.816
H24 3.785 6.582 1.831
H25 2.388 8.362 0.828
H26 1.065 7.883 -1.207
H27 1.127 5.640 -2.223
F1 2.079 0.878 0.988
Ge1 -0.157 2.863 0.263
C29 -1.583 3.610 -0.876
C30 -2.841 3.922 -0.363
C31 -3.838 4.444 -1.177
C32 -3.593 4.672 -2.523
C33 -2.340 4.386 -3.047
C34 -1.348 3.861 -2.229
C35 -0.964 2.455 2.033
C36 -2.207 1.833 2.189
C37 -2.690 1.489 3.443
C38 -1.930 1.750 4.577
C39 -0.693 2.362 4.444
C40 -0.220 2.710 3.183
H28 0.721 4.052 0.670
H29 -3.051 3.761 0.687
H30 -4.808 4.678 -0.755
H31 -4.371 5.079 -3.158
H32 -2.134 4.574 -4.094
H33 -0.371 3.640 -2.650
H34 -2.808 1.610 1.314
H35 -3.661 1.015 3.537
H36 -2.303 1.483 5.558
H37 -0.094 2.571 5.322
H38 0.749 3.189 3.092
Br1 3.336 -0.751 -6.687
C41 2.735 -0.331 -4.956
C42 3.626 -0.291 -3.904
C43 3.138 -0.004 -2.642
N4 1.844 0.229 -2.402
C44 0.996 0.202 -3.442
C45 1.391 -0.076 -4.731
H39 4.678 -0.482 -4.049
H40 3.799 0.025 -1.787
H41 -0.045 0.400 -3.217
H42 0.670 -0.090 -5.534

---

Record 3
ORCA calculation (ωB97M-V/def2-TZVPD) on a structure of composition C45H42F2N19ORbS3 at a distorted geometry.

Computed properties:
Net charge: -2
Spin multiplicity: 1
Energy relative to the best compared isomer or geometry (same formula, charge and spin) (kJ/mol): 84.38
Molar mass (g mol⁻¹): 1084.6

Positions of all 113 atoms, in Å:
Rb1 -1.190 0.827 -0.106
C1 1.374 6.305 1.463
C2 1.142 5.329 2.624
S1 0.571 3.659 2.142
C3 -1.185 3.646 2.617
C4 -2.085 4.759 2.114
S2 -2.566 4.767 0.356
C5 -1.043 5.189 -0.549
C6 -0.631 6.649 -0.562
S3 -0.056 7.352 1.018
H1 1.698 5.780 0.565
H2 2.154 7.015 1.746
H3 0.435 5.741 3.344
H4 2.091 5.165 3.137
H5 -1.222 3.641 3.708
H6 -1.563 2.681 2.280
H7 -1.701 5.745 2.364
H8 -3.044 4.613 2.613
H9 -1.252 4.886 -1.577
H10 -0.243 4.559 -0.181
H11 -1.472 7.286 -0.836
H12 0.172 6.797 -1.291
N1 -4.969 -0.187 0.434
C7 -4.668 0.698 1.482
N2 -5.486 0.823 2.523
N3 -4.867 1.706 3.315
N4 -3.759 2.092 2.763
N5 -3.582 1.457 1.583
C8 -4.088 -0.413 -0.601
N6 -3.684 -1.650 -0.930
N7 -2.906 -1.518 -1.993
N8 -2.851 -0.218 -2.255
N9 -3.604 0.522 -1.414
H13 -5.392 -1.037 0.771
C9 4.284 -1.640 2.424
N10 3.625 -0.687 1.545
C10 2.325 -0.362 1.468
N11 2.127 0.479 0.475
C11 3.369 0.633 -0.043
N12 4.308 -0.051 0.577
C12 4.339 -3.032 1.833
C13 5.529 -3.527 1.298
C14 5.544 -4.814 0.742
C15 4.414 -5.595 0.716
C16 3.195 -5.102 1.249
C17 3.191 -3.799 1.808
C18 2.011 -5.872 1.231
N13 1.827 -7.136 0.866
N14 0.527 -7.423 1.038
C19 -0.072 -6.345 1.504
O1 0.825 -5.311 1.657
C20 -1.449 -6.135 1.802
C21 -2.399 -7.164 1.680
C22 -3.727 -6.906 1.948
C23 -4.151 -5.633 2.325
C24 -3.220 -4.600 2.441
C25 -3.726 -3.215 2.803
N15 -2.691 -2.211 2.880
C26 -2.010 -1.651 1.872
N16 -1.085 -0.840 2.348
C27 -1.254 -0.945 3.690
N17 -2.208 -1.771 4.056
C28 -1.886 -4.854 2.197
H14 3.733 -1.650 3.365
H15 5.288 -1.264 2.606
H16 1.561 -0.739 2.132
H17 3.581 1.258 -0.895
H18 6.425 -2.916 1.298
H19 6.468 -5.194 0.319
H20 4.422 -6.587 0.284
H21 2.264 -3.414 2.218
H22 -2.066 -8.145 1.365
H23 -4.460 -7.699 1.851
H24 -5.201 -5.438 2.514
H25 -4.216 -3.232 3.775
H26 -4.456 -2.899 2.056
H27 -2.214 -1.868 0.833
H28 -0.664 -0.393 4.404
H29 -1.144 -4.072 2.282
F1 -2.382 3.254 -5.439
C29 -1.987 2.054 -4.938
C30 -2.534 1.591 -3.784
C31 -2.114 0.338 -3.280
C32 -0.999 -0.373 -3.879
C33 -0.572 0.158 -5.097
F2 0.431 -0.451 -5.775
C34 -1.022 1.333 -5.657
C35 -0.267 -1.403 -3.150
C36 0.483 -2.420 -3.765
C37 1.181 -3.324 -2.992
C38 1.118 -3.234 -1.605
C39 0.337 -2.222 -1.080
N18 -0.329 -1.331 -1.804
H30 -3.316 2.140 -3.277
H31 -0.625 1.697 -6.594
H32 0.504 -2.506 -4.840
H33 1.765 -4.108 -3.460
H34 1.644 -3.929 -0.963
H35 0.243 -2.120 0.000
C40 3.966 5.417 -4.019
C41 2.988 4.562 -3.265
C42 3.125 4.327 -1.900
C43 2.180 3.551 -1.247
N19 1.126 3.009 -1.851
C44 1.002 3.223 -3.161
C45 1.893 3.983 -3.899
H36 4.911 5.501 -3.483
H37 3.563 6.423 -4.153
H38 4.161 5.004 -5.009
H39 3.965 4.740 -1.355
H40 2.263 3.343 -0.185
H41 0.145 2.755 -3.638
H42 1.739 4.119 -4.963

---

Record 4
ORCA calculation (ωB97M-V/def2-TZVPD) on a structure of composition C45H42F3N4NaO6P.

Computed properties:
Net charge: -1
Spin multiplicity: 1
Energy relative to the best compared isomer or geometry (same formula, charge and spin) (kJ/mol): 83.74
Molar mass (g mol⁻¹): 845.8

Positions of all 102 atoms, in Å:
Na1 1.229 -0.027 0.492
C1 -4.532 -1.431 -2.635
C2 -3.817 -0.497 -1.707
C3 -3.757 0.833 -1.904
C4 -3.133 1.729 -0.961
C5 -2.951 3.016 -1.396
N1 -2.605 4.132 -0.724
C6 -3.093 4.506 0.603
C7 -2.016 4.964 1.582
C8 -0.853 5.718 0.936
N2 0.146 4.801 0.398
C9 0.726 3.815 1.074
C10 0.830 3.605 2.440
C11 0.562 4.542 3.488
C12 0.567 4.181 4.795
C13 0.345 5.162 5.911
C14 0.749 2.793 5.103
C15 0.996 1.841 4.171
C16 0.995 0.426 4.571
N3 0.823 -0.523 3.760
C17 0.732 -1.868 4.281
C18 -0.525 -2.528 3.716
C19 -0.420 -2.773 2.199
N4 -1.460 -2.174 1.364
C20 -1.551 -0.911 1.314
C21 -2.435 -0.264 0.317
C22 -3.081 -1.026 -0.596
C23 -2.516 1.200 0.264
O1 -2.057 1.923 1.156
C24 1.186 2.227 2.768
O2 1.577 1.425 1.921
H1 -4.956 -0.889 -3.481
H2 -5.348 -1.947 -2.122
H3 -3.854 -2.193 -3.019
H4 -4.205 1.269 -2.792
H5 -3.063 3.175 -2.466
H6 -2.446 4.919 -1.333
H7 -3.615 3.649 1.017
H8 -3.823 5.311 0.450
H9 -1.626 4.091 2.099
H10 -2.490 5.605 2.331
H11 -0.386 6.402 1.643
H12 -1.188 6.340 0.103
H13 0.108 4.643 -0.598
H14 1.119 3.022 0.443
H15 0.389 5.583 3.246
H16 0.178 6.165 5.519
H17 1.205 5.206 6.584
H18 -0.523 4.888 6.516
H19 0.648 2.481 6.140
H20 1.088 0.244 5.655
H21 0.723 -1.882 5.382
H22 1.618 -2.410 3.934
H23 -1.390 -1.893 3.924
H24 -0.692 -3.473 4.238
H25 -0.443 -3.846 2.002
H26 0.556 -2.422 1.851
H27 -0.944 -0.245 1.938
H28 -2.975 -2.103 -0.502
O3 3.439 -2.622 2.282
C25 3.034 -2.515 1.123
O4 2.712 -1.456 0.502
C26 2.856 -3.789 0.301
C27 3.532 -4.934 0.707
C28 3.434 -6.113 -0.011
C29 2.633 -6.154 -1.143
C30 1.935 -5.023 -1.538
C31 2.030 -3.824 -0.829
P1 1.121 -2.291 -1.349
C32 -0.159 -3.020 -2.471
C33 -1.015 -4.005 -1.970
C34 -2.034 -4.534 -2.745
C35 -2.240 -4.068 -4.038
C36 -1.446 -3.038 -4.521
C37 -0.423 -2.513 -3.743
C38 2.345 -1.692 -2.604
C39 2.934 -0.440 -2.464
C40 3.845 0.029 -3.401
C41 4.191 -0.754 -4.492
C42 3.620 -2.011 -4.638
C43 2.708 -2.471 -3.702
H29 4.134 -4.861 1.603
H30 3.978 -6.995 0.306
H31 2.546 -7.066 -1.721
H32 1.305 -5.082 -2.415
H33 -0.869 -4.375 -0.961
H34 -2.670 -5.312 -2.339
H35 -3.032 -4.483 -4.650
H36 -1.623 -2.634 -5.511
H37 0.174 -1.700 -4.133
H38 2.689 0.185 -1.618
H39 4.279 1.013 -3.275
H40 4.900 -0.388 -5.224
H41 3.885 -2.636 -5.482
H42 2.270 -3.453 -3.831
F1 2.047 3.144 -1.923
C44 0.977 2.829 -2.675
F2 1.382 2.796 -3.946
F3 0.132 3.914 -2.571
C45 0.215 1.543 -2.211
O5 -0.533 1.074 -3.061
O6 0.436 1.217 -1.025

---

Q: molar mass of number 4 (C45H42F3N4NaO6P)?
A: 845.8 g mol⁻¹